ORCA calculation (ωB97M-V/def2-TZVPD) on a structure of composition C4H8BrO2PdS.

Calculated values
- Net charge: 0
- E_tot: -3407.55217 hartree
- Multiplicity: 4
- LUMO level (spin up / spin down): 0.00598 / -0.16970 hartree
- <S²>: 3.76
- HOMO energy (spin up / spin down): -8.2 / -10.1 eV

XYZ file:
```
17
Properties=species:S:1:pos:R:3:forces:R:3:lowdin_charge:R:1
Pd 27.36182 12.94295 34.95974 -0.92 -0.78 -1.39 0.360
Br 25.99354 11.90373 32.73567 0.91 0.80 1.38 -0.264
C 25.10854 12.05913 28.85253 1.36 -1.89 -0.65 -0.258
C 24.89180 13.49914 29.11367 -0.35 0.86 -1.64 -0.238
C 24.10913 14.05098 27.87730 -1.66 0.88 1.44 -0.202
S 23.15621 12.74115 26.96257 -0.78 -1.19 0.57 0.736
O 23.69941 12.56322 25.63386 0.24 0.45 0.17 -0.360
O 21.65720 12.83080 27.01695 3.51 0.02 0.82 -0.365
C 23.97075 11.36111 28.03331 -1.11 1.55 0.66 -0.153
H 25.36533 11.66264 29.83485 -0.62 -0.94 -0.12 0.044
H 26.06437 11.95908 28.33824 -0.11 -0.17 -0.53 0.115
H 25.82611 14.05912 29.15374 0.12 -0.22 0.13 0.117
H 24.43730 13.59030 30.10020 -0.67 0.57 -0.39 0.101
H 24.64817 14.65949 27.15119 0.14 -0.35 0.08 0.100
H 23.36684 14.66578 28.38635 -0.40 0.39 -0.79 0.089
H 24.20790 10.55050 27.34426 0.30 0.26 0.15 0.092
H 23.14814 11.06424 28.68390 0.06 -0.22 0.09 0.086
```
Positions in Å, forces in eV/Å.


ORCA calculation (ωB97M-V/def2-TZVPD) on the molecule C4H8BrOP.

Calculated values
- Energy above the lowest of the compared OMol25 structures with the same formula, charge and spin: 27.4 kcal per mole
- Net charge: 0
- E_tot: -3147.76379 hartree
- SMILES: C=C[C@@H](O)P(C)Br
- LUMO level: 0.02089 hartree
- HOMO energy: -9.1 eV

XYZ file:
```
15
Properties=species:S:1:pos:R:3:forces:R:3:lowdin_charge:R:1
C -0.17634 1.39291 -1.51140 -1.75 0.42 -0.52 -0.018
C -0.99639 0.85661 -0.60939 -0.14 -0.39 -2.00 -0.241
C -0.73841 0.52716 0.77619 2.18 2.40 1.24 -0.568
O -1.59500 -0.44309 1.23851 0.97 -2.13 1.11 -0.072
P 1.28614 0.17451 0.74659 -1.84 1.01 0.45 0.586
C 1.10535 -1.23249 -0.33858 0.47 -2.35 0.58 -0.400
Br 1.73670 -0.79494 2.72452 -0.35 -0.09 -0.13 0.219
H -0.40258 1.67869 -2.57541 0.11 -0.59 1.40 0.090
H 0.72455 1.68348 -1.07343 1.78 0.80 -0.13 -0.010
H -1.93615 0.43699 -0.83001 -1.39 -0.12 -0.95 0.100
H -1.03364 1.47007 1.31112 1.11 -0.46 0.17 0.135
H -1.04649 -0.92569 1.91229 -1.15 0.32 -0.59 0.075
H 2.05899 -1.62563 -0.68392 0.12 0.19 -0.08 0.042
H 0.44776 -1.10611 -1.14325 -0.38 1.15 -1.53 0.015
H 0.56550 -2.09246 0.05618 0.26 -0.16 0.99 0.046
```
Positions in Å, forces in eV/Å.


ORCA calculation (ωB97M-V/def2-TZVPD) on a structure of composition C4H8CaClO8S2.

Calculated values
- Energy above the lowest of the compared OMol25 structures with the same formula, charge and spin: 45.4 kcal per mole
- Net charge: +1
- E_tot: -2693.02661 hartree
- LUMO level: -0.25289 hartree
- HOMO energy: -13.1 eV

XYZ file:
```
24
Properties=species:S:1:pos:R:3:forces:R:3:lowdin_charge:R:1
Ca 0.34255 1.65734 2.88415 0.51 -1.19 -1.55 1.427
Cl 1.08715 -0.01775 1.01201 -0.62 1.35 1.55 -0.289
C 1.27189 2.85345 -1.27960 0.52 -0.01 -0.55 -0.189
C 2.03950 4.08194 -1.81788 0.23 0.14 0.31 -0.158
O 1.09994 5.12682 -2.02256 -1.78 -0.28 0.76 -0.183
S -0.37243 4.78624 -1.33972 1.53 0.36 -1.14 0.657
O -1.34424 4.99895 -2.35138 0.18 -0.20 0.77 -0.193
O -0.47770 5.38504 -0.04458 0.06 -0.29 -0.32 -0.248
O -0.09152 3.21492 -1.12972 -0.60 0.50 0.08 -0.220
H 1.67600 2.53854 -0.32089 -0.03 -0.15 0.00 0.066
H 1.30499 2.03458 -1.99522 0.04 -0.10 0.19 0.135
H 2.52572 3.88248 -2.77092 -0.06 -0.01 0.05 0.136
H 2.77985 4.43130 -1.09433 0.02 -0.09 -0.11 0.128
C -1.92998 -3.33583 1.25859 0.07 1.12 -0.06 -0.180
C -0.62207 -3.26489 0.47007 -0.94 -0.64 -0.35 -0.183
O -0.37647 -4.65380 0.21141 0.33 -0.56 0.50 -0.190
S -0.71947 -5.50704 1.54416 0.09 -1.33 -0.12 0.638
O 0.41304 -5.57796 2.41531 -0.60 0.54 -0.49 -0.226
O -1.38924 -6.72694 1.19931 0.53 1.37 -0.04 -0.214
O -1.78163 -4.45330 2.11817 0.25 0.01 0.49 -0.188
H -2.85273 -3.47917 0.69711 0.28 0.01 -0.43 0.137
H -2.01853 -2.38832 1.80480 -0.18 -0.45 0.43 0.120
H 0.17761 -2.80315 1.04820 0.08 -0.16 -0.01 0.082
H -0.74224 -2.78346 -0.49650 0.09 0.06 0.03 0.134
```
Positions in Å, forces in eV/Å.


ORCA calculation (ωB97M-V/def2-TZVPD) on a structure of composition C4H8Cl2Si.

Calculated values
- Energy above the lowest of the compared OMol25 structures with the same formula, charge and spin: 98.6 kcal per mole
- Net charge: 0
- E_tot: -1367.02508 hartree
- LUMO level: 0.02328 hartree
- HOMO energy: -9.4 eV

XYZ file:
```
15
Properties=species:S:1:pos:R:3:forces:R:3:lowdin_charge:R:1
C -1.55120 0.65364 -0.20631 -1.44 1.61 -0.11 -0.312
C -0.64946 -0.28234 -0.10444 4.07 -0.82 1.14 -0.121
C -3.09660 0.54104 -0.00140 1.22 -2.58 0.60 -0.104
C 2.60442 -0.92405 0.68307 0.10 -0.32 -1.55 -0.750
Si 1.71916 0.10248 -0.63918 -3.30 -1.01 2.11 0.278
Cl 4.35962 -1.25692 0.35187 -0.76 0.02 -0.11 0.458
Cl 2.12272 2.08565 -0.53776 0.03 0.33 0.11 0.282
H -1.30302 1.60966 -0.71504 0.00 -0.64 0.31 0.085
H -0.74673 -1.15200 0.60722 -0.13 0.61 -1.30 0.047
H -3.41329 -0.52019 0.19120 0.76 0.47 -0.45 0.072
H -3.29044 0.70202 -1.05147 -1.65 0.74 0.07 0.060
H -3.64810 0.97259 0.85619 0.63 1.13 -1.04 0.074
H 2.60495 -0.29585 1.50364 -0.02 0.94 2.13 -0.020
H 2.05299 -1.84027 0.89320 0.28 -0.03 -0.02 0.033
H 2.23498 -0.39546 -1.83078 0.22 -0.46 -1.86 -0.080
```
Positions in Å, forces in eV/Å.


ORCA calculation (ωB97M-V/def2-TZVPD) on the molecule C4H8Cl2Si.

Calculated values
- Energy above the lowest of the compared OMol25 structures with the same formula, charge and spin: 86.7 kcal per mole
- Net charge: 0
- E_tot: -1367.04411 hartree
- SMILES: C[Si]1(C)[C@H](Cl)[C@H]1Cl
- LUMO level: 0.02088 hartree
- HOMO energy: -9.2 eV

XYZ file:
```
15
Properties=species:S:1:pos:R:3:forces:R:3:lowdin_charge:R:1
C -0.21439 1.73958 0.10548 -1.33 -0.73 -0.77 -0.168
Si -0.24199 -0.16545 -0.02965 -0.16 0.04 2.43 0.615
C 0.94805 -0.88644 -1.21857 3.48 0.20 3.39 -0.175
C -0.41873 -1.11327 1.65422 -0.57 -1.09 -2.25 -0.712
Cl 0.40483 -2.69596 2.04085 -0.14 0.79 -0.20 0.480
C -1.59911 -1.32676 0.57743 1.30 2.16 1.42 -0.813
Cl -3.22540 -0.96065 1.16281 0.23 -0.17 -0.31 0.547
H -0.95743 2.12181 0.81716 0.54 -0.24 0.27 0.037
H 0.77989 2.12625 0.24051 0.39 0.05 0.46 0.022
H -0.56985 2.17665 -0.82958 0.08 -0.12 -0.31 0.023
H 0.59372 -0.73714 -2.14735 -0.98 0.11 -3.53 -0.023
H 1.89553 -0.24973 -1.10107 -1.27 -0.42 -0.31 0.071
H 1.40096 -1.88236 -1.02745 -1.05 0.33 -0.16 0.056
H -0.82445 -0.73814 2.56054 -0.02 0.66 0.60 0.023
H -1.44142 -2.26628 0.15107 -0.49 -1.55 -0.73 0.017
```
Positions in Å, forces in eV/Å.


ORCA calculation (ωB97M-V/def2-TZVPD) on a cluster of 2 separate species, C4H8Cl3 in total.

Calculated values
- Energy above the lowest of the compared OMol25 structures with the same formula, charge and spin: 0.0 kcal per mole
- Net charge: 0
- E_tot: -1537.69228 hartree
- Multiplicity: 2
- LUMO level (spin up / spin down): -0.05320 / -0.05321 hartree
- <S²>: 0.75
- HOMO energy (spin up / spin down): -7.1 / -10.8 eV

XYZ file:
```
15
Properties=species:S:1:pos:R:3:forces:R:3:lowdin_charge:R:1
Cl 1.69191 0.43795 -2.86471 -1.17 -0.28 0.02 0.064
Cl -0.29695 -0.05697 -2.81529 1.18 0.27 -0.32 0.104
C -0.54791 1.63205 0.09196 0.14 -0.29 -0.22 -0.128
C -0.03617 0.59249 1.10750 -0.09 0.34 0.24 -0.305
C 0.58794 -0.61431 0.52550 -1.35 -0.04 0.04 -0.838
C -0.19275 -1.81846 0.17353 -0.17 -0.19 -0.14 -0.158
Cl 2.23490 -0.75685 0.55258 1.84 -0.11 -0.05 0.706
H -0.97644 2.48349 0.61789 -0.02 0.07 -0.03 0.067
H 0.27287 1.97781 -0.55422 -0.24 -0.03 0.23 0.054
H -1.31500 1.19198 -0.55940 0.16 0.19 0.25 0.038
H 0.68988 1.07234 1.77919 -0.27 -0.06 -0.06 0.099
H -0.88750 0.23554 1.70372 0.08 0.26 0.09 0.108
H -1.23449 -1.65655 0.45437 -0.05 -0.09 -0.07 0.078
H -0.16135 -2.00457 -0.90822 0.00 -0.21 0.19 0.033
H 0.17106 -2.71595 0.69561 -0.04 0.15 -0.15 0.078
```
Positions in Å, forces in eV/Å.


ORCA calculation (ωB97M-V/def2-TZVPD) on the molecule C4H8Cl3N.

Calculated values
- Energy above the lowest of the compared OMol25 structures with the same formula, charge and spin: 61.0 kcal per mole
- Net charge: 0
- E_tot: -1592.41447 hartree
- SMILES: C[C@@H](N)[C@H](Cl)C(Cl)Cl
- LUMO level: 0.01837 hartree
- HOMO energy: -10.1 eV

XYZ file:
```
16
Properties=species:S:1:pos:R:3:forces:R:3:lowdin_charge:R:1
C -1.58153 -0.83087 0.36951 -1.55 -1.20 1.85 -0.113
C -0.40106 -0.46303 -0.50887 -6.45 -0.38 -6.52 -0.660
N -0.79646 0.80681 -1.20090 1.24 4.35 0.39 -0.006
C 0.89730 -0.47360 -0.17124 8.15 0.09 1.86 -0.815
Cl 1.48020 -1.99327 0.69018 -0.44 0.65 -0.24 0.611
C 1.29405 0.75430 0.57070 -0.10 2.42 1.58 -1.143
Cl 2.99933 0.97425 0.72061 1.33 -0.18 0.14 0.632
Cl 0.52407 0.87176 2.21045 0.06 -0.16 -0.13 0.585
H -0.99631 -1.16560 1.47184 -2.60 0.16 -3.27 0.095
H -2.42814 0.04470 0.66688 2.81 -2.19 -1.03 0.126
H -2.19877 -1.64586 -0.39460 1.54 1.94 3.23 0.143
H -0.38187 -1.14006 -1.42645 -0.62 0.05 1.30 0.150
H -0.06120 1.54993 -1.72305 -1.69 -3.50 1.34 0.164
H -0.93943 1.42393 -0.36171 -0.65 -0.41 -1.09 0.052
H 1.60871 -0.45687 -1.05009 -1.09 -0.04 0.61 0.126
H 0.98111 1.74347 0.13674 0.07 -1.61 -0.02 0.055
```
Positions in Å, forces in eV/Å.


ORCA calculation (ωB97M-V/def2-TZVPD) on the molecule C4H8Cl3N.

Calculated values
- Energy above the lowest of the compared OMol25 structures with the same formula, charge and spin: 0.0 kcal per mole
- Net charge: 0
- E_tot: -1592.51175 hartree
- SMILES: C[C@@H](N)[C@H](Cl)C(Cl)Cl
- LUMO level: 0.02358 hartree
- HOMO energy: -9.8 eV

XYZ file:
```
16
Properties=species:S:1:pos:R:3:forces:R:3:lowdin_charge:R:1
C 1.12582 -0.30542 -1.35101 0.93 1.88 0.83 -0.118
C 0.89855 0.27891 0.07906 -1.39 -1.07 -0.69 -0.444
N 0.62305 1.68762 -0.16935 -3.32 0.20 -0.38 0.033
C -0.18527 -0.48655 1.00766 -0.59 1.24 -2.58 -0.767
Cl 0.31473 -2.10404 1.12918 0.64 -2.13 0.34 0.701
C -1.67605 -0.43822 0.50126 -0.51 1.48 0.24 -1.107
Cl -2.90990 -1.30949 1.42895 0.28 -0.38 1.15 0.545
Cl -1.92482 -1.10541 -1.13709 0.47 0.57 -0.10 0.590
H 1.23465 -1.34036 -1.47555 0.09 -1.55 0.29 0.033
H 0.33080 0.03370 -1.98248 -0.23 0.27 -0.45 0.028
H 2.08151 0.18270 -1.65450 -0.75 -0.35 -0.11 0.091
H 1.81845 0.11559 0.62701 0.20 0.39 0.25 0.118
H 0.91277 2.30627 0.52047 1.48 1.01 1.73 0.036
H -0.42922 1.93716 -0.10529 1.98 -1.11 -0.75 0.113
H -0.09449 -0.05673 1.96868 -0.38 0.63 1.08 0.080
H -2.12059 0.60425 0.61302 1.11 -1.09 -0.82 0.069
```
Positions in Å, forces in eV/Å.